(1)
DFT (the ωB97M-V functional and the def2-TZVPD basis) results for a structure of composition C35H47Cl12F6NO5.

The value obtained for the total energy is -7913.40934 Eh.

```
106
C35H47Cl12F6NO5 the ωB97M-V functional and the def2-TZVPD basis
C -3.20 -0.95 2.53
C -2.17 -2.26 2.55
C -0.98 -2.28 3.67
C -2.41 -3.34 1.52
C -1.41 -3.34 0.21
C -2.01 -4.12 -1.11
C -3.48 -3.57 -1.61
C -3.91 -4.10 -3.12
C -3.60 -1.94 -1.58
C -2.56 -1.18 -2.65
N -1.94 -0.03 -1.89
C -2.89 1.10 -1.47
O -4.21 1.23 -1.59
C -1.86 2.22 -0.85
C -2.07 3.51 0.14
C -0.69 4.34 0.55
C 0.81 3.92 -0.06
C 0.99 2.62 -1.09
C 2.46 2.26 -1.70
O 3.09 3.25 -2.38
C 3.29 0.86 -1.55
F 3.02 0.02 -2.74
F 4.75 1.23 -1.64
C 3.11 0.09 -0.11
F 1.66 -0.26 0.10
F 3.47 0.94 1.08
C 3.96 -1.30 0.05
F 3.83 -2.25 -1.07
F 3.42 -2.02 1.27
C 5.58 -1.08 0.37
O 6.04 -0.78 1.61
O 6.64 -1.18 -0.69
C -0.39 1.80 -1.45
C -0.59 0.50 -2.42
O 0.12 0.00 -3.43
H -4.19 -1.32 2.00
H -2.67 -0.08 1.91
H -3.43 -0.56 3.61
H 0.09 -2.14 3.18
H -1.11 -1.36 4.41
H -0.95 -3.24 4.35
H -3.30 -4.09 1.68
H -0.39 -3.81 0.56
H -1.18 -2.23 -0.13
H -2.07 -5.26 -0.82
H -1.18 -4.03 -1.95
H -4.27 -4.00 -0.86
H -3.13 -3.78 -3.94
H -4.14 -5.25 -3.10
H -4.95 -3.56 -3.35
H -4.73 -1.65 -1.83
H -3.42 -1.51 -0.48
H -3.26 -0.81 -3.54
H -1.80 -1.96 -3.07
H -3.14 3.78 0.51
H -0.84 5.29 1.26
H 1.72 4.58 0.28
H 6.30 -1.68 -1.49
Cl 1.94 7.57 -4.36
C 3.23 6.36 -4.17
C 4.53 6.97 -3.68
Cl 5.28 8.02 -4.91
H 3.36 5.85 -5.13
H 2.87 5.62 -3.44
H 5.25 6.18 -3.46
H 4.38 7.56 -2.77
Cl -2.41 -0.21 6.20
C -1.97 0.11 7.89
C -0.87 -0.81 8.39
Cl -1.41 -2.50 8.54
H -2.88 0.02 8.50
H -1.64 1.15 7.94
H -0.54 -0.49 9.39
H 0.00 -0.79 7.72
Cl -0.93 -5.31 -3.23
C 0.28 -5.11 -4.51
C -0.28 -4.37 -5.72
Cl -1.48 -5.35 -6.60
H 0.66 -6.10 -4.78
H 1.11 -4.53 -4.08
H 0.53 -4.15 -6.43
H -0.75 -3.43 -5.44
Cl -1.04 3.64 2.64
C -0.61 3.96 4.34
C 0.50 3.04 4.83
Cl -0.05 1.35 4.98
H -1.51 3.87 4.95
H -0.27 5.00 4.39
H 0.82 3.36 5.83
H 1.37 3.06 4.17
Cl -3.56 5.06 3.32
C -5.25 5.61 3.39
C -6.22 4.54 2.92
Cl -6.07 4.22 1.17
H -5.34 6.52 2.80
H -5.46 5.86 4.43
H -7.25 4.86 3.10
H -6.06 3.59 3.44
Cl 5.28 -3.78 -3.36
C 6.79 -4.72 -3.37
C 7.85 -4.10 -4.28
Cl 7.41 -4.22 -6.00
H 6.55 -5.74 -3.67
H 7.15 -4.74 -2.34
H 8.80 -4.63 -4.15
H 8.01 -3.05 -4.04
```

***

(2)
DFT (the ωB97M-V functional and the def2-TZVPD basis) results for a cluster of 4 separate species, C35H47F13N3O6S in total.

Its charge is -1. The value obtained for the total energy is -3674.01372 Eh.

```
105
C35H47F13N3O6S the ωB97M-V functional and the def2-TZVPD basis
C 1.28 -3.42 0.79
C 1.75 -2.35 0.43
C 2.10 -0.97 0.09
O 3.46 -0.81 0.48
C 2.01 -0.68 -1.43
C 0.98 -1.53 -2.18
C -0.45 -1.44 -1.62
C -1.49 -1.87 -2.68
C -2.67 -2.66 -2.08
C -3.94 -1.80 -2.07
C -3.85 -0.59 -1.11
C -4.34 -0.95 0.31
C -3.40 -0.30 1.37
C 1.79 0.81 -1.70
C 2.12 1.27 -3.12
C 0.91 1.51 -4.03
C 0.08 2.75 -3.65
F 0.73 3.44 -2.71
F 0.01 3.53 -4.75
C -1.37 2.40 -3.24
F -2.03 2.23 -4.40
F -1.44 1.22 -2.65
C -2.18 3.48 -2.48
F -1.93 4.64 -3.09
F -3.46 3.19 -2.64
C -1.88 3.67 -0.98
F -0.86 4.49 -0.78
F -1.56 2.54 -0.38
C -3.06 4.27 -0.13
F -4.05 3.40 0.00
F -2.55 4.43 1.08
C -3.57 5.66 -0.55
F -4.50 6.01 0.33
F -4.15 5.68 -1.74
F -2.64 6.58 -0.51
O 2.62 1.59 -0.80
S 2.01 1.64 0.70
O 3.12 1.83 1.56
O 1.07 2.72 0.84
C 1.26 0.01 0.95
C 1.28 -0.32 2.49
O 2.24 -0.92 3.01
O 0.28 0.07 3.05
H 1.06 -4.26 1.39
H 3.84 -1.67 0.69
H 2.99 -0.94 -1.83
H 0.94 -1.15 -3.21
H 1.29 -2.57 -2.27
H -0.53 -2.17 -0.82
H -0.67 -0.47 -1.17
H -0.96 -2.52 -3.39
H -1.90 -1.03 -3.25
H -2.88 -3.49 -2.75
H -2.44 -3.09 -1.11
H -4.79 -2.40 -1.74
H -4.19 -1.47 -3.08
H -4.47 0.23 -1.48
H -2.83 -0.22 -1.04
H -5.33 -0.53 0.50
H -4.34 -2.02 0.47
H -3.69 0.73 1.56
H -2.36 -0.36 1.06
H -3.48 -0.85 2.31
H 0.76 1.10 -1.46
H 2.69 0.46 -3.60
H 2.79 2.11 -3.12
H 0.30 0.62 -4.13
H 1.32 1.70 -5.02
H 0.24 0.03 0.58
C -5.54 -4.59 3.74
C -4.06 -4.82 3.99
C -3.16 -3.99 3.06
C -3.41 -4.34 1.66
N -3.60 -4.61 0.55
H -5.83 -4.89 2.73
H -6.14 -5.17 4.44
H -5.80 -3.54 3.87
H -3.83 -5.88 3.87
H -3.82 -4.56 5.03
H -2.11 -4.18 3.29
H -3.35 -2.93 3.20
C 2.00 -3.79 4.50
C 3.38 -3.76 5.15
C 4.34 -2.81 4.44
C 4.54 -3.22 3.04
N 4.69 -3.49 1.93
H 2.06 -4.16 3.47
H 1.33 -4.45 5.05
H 1.55 -2.79 4.47
H 3.80 -4.77 5.16
H 3.28 -3.44 6.19
H 5.31 -2.80 4.94
H 3.95 -1.79 4.44
C 6.76 5.26 -1.61
C 5.29 5.19 -1.19
C 4.87 3.79 -0.72
C 5.04 2.81 -1.80
N 5.20 2.05 -2.65
H 6.96 4.61 -2.46
H 7.02 6.28 -1.90
H 7.41 4.96 -0.79
H 4.66 5.50 -2.03
H 5.11 5.90 -0.38
H 3.82 3.79 -0.42
H 5.46 3.48 0.14
```

***

(3)
DFT (the ωB97M-V functional and the def2-TZVPD basis) results for a structure of composition C35H48BN6NaO2P2S.

Its charge is -2. Its energy above the lowest of the compared OMol25 structures with the same formula, charge and spin is 101.3 kJ/mol. The value obtained for the total energy is -3109.68518 Eh.

```
96
C35H48BN6NaO2P2S the ωB97M-V functional and the def2-TZVPD basis
Na -0.25 -1.29 0.24
C -0.89 0.53 -3.26
C -0.93 1.18 -1.88
C 0.17 2.23 -1.75
P -2.60 1.97 -1.65
C -3.71 0.49 -1.27
C -3.74 0.03 0.18
C -5.13 0.85 -1.71
C -2.44 2.91 -0.09
C -3.04 4.18 -0.24
C -2.97 5.18 0.71
C -2.20 4.93 1.85
C -1.61 3.70 2.03
C -1.75 2.59 1.13
N -1.17 1.41 1.41
C -1.09 1.01 2.72
C -2.18 1.22 3.61
C -2.12 0.92 4.95
C -0.96 0.37 5.49
C 0.09 0.07 4.64
C 0.04 0.33 3.27
P 1.30 -0.19 2.06
C 2.26 -1.71 2.67
C 1.85 -2.92 1.82
C 2.23 -2.14 4.14
C 2.64 1.11 2.27
C 3.30 1.17 3.64
C 2.04 2.47 1.89
H 0.08 0.08 -3.45
H -1.09 1.28 -4.03
H -1.65 -0.26 -3.36
H -0.76 0.43 -1.11
H 0.09 2.97 -2.56
H 1.15 1.75 -1.79
H 0.09 2.76 -0.80
H -3.34 -0.33 -1.90
H -4.03 0.86 0.84
H -2.77 -0.33 0.52
H -4.46 -0.78 0.31
H -5.51 1.69 -1.12
H -5.80 0.00 -1.57
H -5.16 1.15 -2.77
H -3.57 4.37 -1.16
H -3.47 6.13 0.56
H -2.05 5.71 2.59
H -1.01 3.54 2.92
H -3.09 1.64 3.20
H -2.98 1.10 5.58
H -0.88 0.16 6.55
H 0.97 -0.38 5.07
H 3.30 -1.46 2.40
H 0.81 -3.18 2.01
H 2.47 -3.79 2.07
H 1.99 -2.71 0.76
H 1.21 -2.39 4.44
H 2.62 -1.38 4.82
H 2.84 -3.04 4.26
H 3.38 0.84 1.51
H 2.56 1.34 4.42
H 4.02 2.00 3.66
H 3.85 0.26 3.86
H 1.29 2.77 2.63
H 1.56 2.41 0.92
H 2.82 3.24 1.86
N 4.03 0.07 -7.32
C 3.72 -0.17 -5.97
C 3.12 0.81 -5.19
C 2.86 0.58 -3.85
C 3.19 -0.64 -3.28
C 3.81 -1.61 -4.04
C 4.08 -1.39 -5.38
S 2.74 -0.99 -1.58
O 3.53 -2.13 -1.18
O 3.00 0.25 -0.87
N 1.17 -1.28 -1.43
C 0.54 -2.26 -2.11
N -0.72 -2.55 -1.69
C -1.37 -3.51 -2.33
C -0.86 -4.20 -3.41
C 0.42 -3.82 -3.79
N 1.12 -2.89 -3.16
H 3.48 0.80 -7.74
H 4.05 -0.76 -7.89
H 2.85 1.76 -5.65
H 2.40 1.35 -3.24
H 4.05 -2.55 -3.56
H 4.54 -2.15 -5.99
H -2.37 -3.72 -1.95
H -1.41 -4.98 -3.92
H 0.92 -4.27 -4.65
B -2.84 -3.72 3.74
C -2.07 -2.92 2.62
N -1.47 -2.38 1.79
H -2.05 -4.48 4.27
H -3.30 -2.94 4.55
H -3.74 -4.35 3.20
```

***

Max |F| in eV/Å, matching the order above: 9.90; 2.46; 1.20
HOMO energy in eV, matching the order above: -6.5; -5.3; -1.2